The following is a DFT calculation (wB97M-V/def2-TZVPD) of 9 unconnected molecules or ions with the total composition C40H76Cl2F3N4O20S9.

```
! RIJCOSX wB97M-V def2-TZVPD def2/J DEFGRID3
* xyz 1 1
C -5.30 1.25 -3.05
C -4.52 1.26 -1.83
Cl -5.39 0.88 -0.42
C -3.30 1.48 -1.72
Cl -2.34 1.81 -3.09
N -2.64 1.45 -0.50
C -1.76 0.41 -0.40
N -2.22 -0.83 -0.40
C -2.26 -1.58 -1.68
C -3.36 -2.55 -1.57
N -4.36 -2.25 -0.92
N -0.52 0.73 -0.25
C 0.50 -0.34 -0.09
O 0.36 -0.95 1.12
O 0.14 0.07 2.06
S -0.09 2.42 -0.17
O -0.68 3.19 -1.13
O -0.40 2.82 1.09
C 1.75 2.65 -0.35
F 1.86 3.86 -0.62
F 2.13 1.98 -1.37
F 2.39 2.35 0.66
H -5.57 0.23 -3.24
H -6.19 1.81 -2.92
H -4.78 1.66 -3.88
H -3.28 1.51 0.29
H -3.16 -0.74 -0.04
H -2.46 -0.98 -2.55
H -1.37 -2.13 -1.90
H -3.31 -3.54 -2.02
H -4.98 -3.04 -0.93
H 1.49 0.06 -0.13
H 0.40 -1.09 -0.83
H -0.60 -0.19 2.64
C 5.42 2.10 -3.81
C 6.20 1.69 -5.07
C 5.36 0.63 -5.79
S 3.65 0.99 -5.36
O 3.13 -0.11 -4.56
O 2.96 1.46 -6.53
C 3.98 2.34 -4.26
H 5.84 2.99 -3.34
H 5.45 1.29 -3.07
H 6.34 2.56 -5.71
H 7.19 1.30 -4.82
H 5.47 0.68 -6.87
H 5.59 -0.37 -5.44
H 3.27 2.34 -3.45
H 3.90 3.27 -4.83
C -9.55 -1.95 2.05
C -10.44 -0.83 2.62
C -9.56 0.42 2.78
S -8.27 0.28 1.53
O -6.99 0.13 2.19
O -8.47 1.28 0.52
C -8.77 -1.31 0.90
H -10.14 -2.80 1.71
H -8.86 -2.30 2.82
H -11.25 -0.62 1.92
H -10.88 -1.11 3.57
H -10.11 1.34 2.61
H -9.07 0.45 3.75
H -7.89 -1.88 0.60
H -9.41 -1.14 0.03
C -1.07 -2.17 7.29
C -0.19 -3.36 6.89
C 0.09 -3.24 5.38
S 0.01 -1.49 5.00
O -1.13 -1.26 4.11
O 1.32 -1.01 4.67
C -0.43 -0.94 6.64
H -1.13 -2.06 8.37
H -2.07 -2.31 6.90
H 0.76 -3.31 7.44
H -0.66 -4.30 7.13
H 1.07 -3.62 5.12
H -0.68 -3.75 4.80
H -1.10 -0.09 6.57
H 0.49 -0.65 7.15
C -2.65 -8.88 -0.56
C -1.97 -8.45 -1.87
C -2.89 -7.43 -2.55
S -3.80 -6.62 -1.22
O -5.19 -6.94 -1.35
O -3.37 -5.24 -1.08
C -3.10 -7.59 0.11
H -1.97 -9.44 0.08
H -3.51 -9.51 -0.78
H -1.01 -8.00 -1.65
H -1.79 -9.31 -2.53
H -2.33 -6.68 -3.10
H -3.62 -7.90 -3.20
H -3.86 -7.75 0.88
H -2.26 -7.03 0.52
C -4.84 -5.58 4.49
C -5.91 -6.10 5.46
C -5.63 -5.48 6.84
S -4.82 -3.90 6.51
O -3.47 -3.97 7.02
O -5.70 -2.82 6.86
C -4.76 -4.07 4.73
H -5.08 -5.81 3.46
H -3.88 -6.04 4.72
H -6.90 -5.80 5.11
H -5.90 -7.19 5.52
H -6.55 -5.29 7.39
H -4.95 -6.09 7.43
H -3.85 -3.62 4.35
H -5.63 -3.56 4.32
C 4.03 8.79 -2.38
C 3.55 7.91 -1.21
C 3.16 6.54 -1.79
S 4.17 6.32 -3.26
O 3.31 6.29 -4.42
O 5.15 5.28 -3.02
C 4.98 7.91 -3.19
H 4.51 9.69 -2.03
H 3.17 9.08 -2.99
H 4.36 7.79 -0.50
H 2.71 8.36 -0.68
H 3.36 5.73 -1.09
H 2.12 6.51 -2.10
H 5.16 8.28 -4.20
H 5.93 7.78 -2.67
C 8.61 8.61 0.77
C 9.20 9.49 -0.34
C 8.05 10.28 -0.97
S 6.81 10.47 0.31
O 5.62 9.74 -0.08
O 6.74 11.84 0.71
C 7.67 9.52 1.56
H 9.38 8.18 1.41
H 8.04 7.79 0.33
H 9.93 10.18 0.09
H 9.73 8.89 -1.09
H 8.36 11.26 -1.31
H 7.60 9.73 -1.80
H 6.95 8.98 2.18
H 8.23 10.23 2.18
C 5.84 -2.91 -3.67
C 5.63 -3.96 -4.77
C 4.99 -5.19 -4.11
S 4.07 -4.58 -2.69
O 4.67 -5.09 -1.49
O 2.65 -4.71 -2.94
C 4.53 -2.87 -2.88
H 6.09 -1.94 -4.08
H 6.66 -3.22 -3.01
H 4.96 -3.56 -5.53
H 6.56 -4.22 -5.26
H 4.31 -5.71 -4.78
H 5.74 -5.89 -3.74
H 4.63 -2.40 -1.91
H 3.74 -2.37 -3.46
*
```

Calculated values
Maximum force in Eh/bohr: 0.1213
HOMO energy in eV: -11.376
Total energy in a.u.: -8096.68405

***

The following is a DFT calculation (wB97M-V/def2-TZVPD) of 2 unconnected molecules or ions with the total composition C17H41BN3O7P2.

```
! RIJCOSX wB97M-V def2-TZVPD def2/J DEFGRID3
* xyz 1 1
C 7.48 0.08 2.06
C 6.30 -0.13 1.49
N 4.96 -0.21 0.78
C 3.95 0.50 1.63
C 3.36 1.88 1.08
P 1.78 1.71 0.01
O 1.50 0.27 -0.46
O 2.13 2.61 -1.44
C 1.35 2.09 -2.57
C 2.18 1.02 -3.48
O 0.45 2.35 0.89
C -0.72 1.47 0.85
C -0.72 0.35 2.05
B 4.61 -1.72 0.68
O 5.67 -2.65 1.04
N 3.26 -2.13 0.19
C 3.28 -2.78 -1.16
C 2.45 -2.87 1.21
P 5.23 0.40 -0.87
C 6.62 1.74 -0.87
O 5.96 -0.90 -1.78
H 8.44 0.48 2.57
H 3.05 -0.18 1.95
H 4.48 0.75 2.64
H 4.15 2.60 0.60
H 2.99 2.47 2.02
H 1.15 2.99 -3.28
H 0.31 1.70 -2.26
H 1.40 0.39 -4.08
H 2.82 0.30 -2.82
H 2.82 1.55 -4.29
H -1.63 2.16 1.09
H -0.95 1.01 -0.18
H 0.33 -0.06 2.29
H -1.36 -0.57 1.70
H -1.28 0.76 2.99
H 5.24 -3.36 1.59
H 2.66 -2.08 -1.87
H 2.69 -3.76 -1.09
H 4.34 -2.97 -1.58
H 2.98 -3.77 1.70
H 1.49 -3.26 0.67
H 2.05 -2.18 2.06
H 6.72 2.10 -1.98
H 6.40 2.60 -0.14
H 7.62 1.20 -0.63
H 5.37 -0.98 -2.58
C -7.10 -0.29 -2.55
O -7.15 0.77 -1.59
C -8.07 0.52 -0.53
C -7.32 0.27 0.79
N -6.62 -1.02 0.76
C -5.67 -1.20 1.86
C -4.49 -0.22 1.94
O -3.54 -0.36 0.88
C -3.89 0.33 -0.32
H -6.52 0.06 -3.40
H -6.60 -1.17 -2.13
H -8.10 -0.55 -2.89
H -8.77 -0.29 -0.76
H -8.66 1.44 -0.41
H -8.04 0.27 1.61
H -6.62 1.09 0.93
H -6.12 -1.10 -0.12
H -5.26 -2.21 1.75
H -6.22 -1.18 2.80
H -3.93 -0.46 2.85
H -4.80 0.82 2.05
H -4.44 1.26 -0.12
H -4.46 -0.33 -0.97
H -2.97 0.59 -0.84
*
```

Calculated values
Maximum force in Eh/bohr: 0.1511
HOMO energy in eV: -10.251
Total energy in a.u.: -2070.42436
Energy above the lowest of the compared OMol25 structures with the same formula, charge and spin in eV: 2.848